Density functional theory data (ωB97M-V/def2-TZVPD) for an isolated molecule of C7H9N3 at a distorted geometry.

Geometry as XYZ:
```
19
Properties=species:S:1:pos:R:3
C 2.029 0.570 -0.682
C 1.738 -0.120 0.629
N 0.427 -0.650 0.626
C -0.035 -1.872 0.122
C -1.243 -1.843 -0.359
C -1.702 -0.506 -0.194
N -2.766 0.232 -0.199
C -2.407 1.478 0.060
C -1.022 1.584 0.290
N -0.627 0.309 0.080
H 1.377 1.518 -0.766
H 3.181 0.682 -0.804
H 1.721 -0.102 -1.499
H 2.421 -0.965 0.891
H 1.790 0.630 1.543
H 0.587 -2.811 0.125
H -1.882 -2.674 -0.739
H -3.157 2.301 0.119
H -0.429 2.239 0.757
```

## Properties
HOMO-LUMO gap, eV: 8.78
Multiplicity: 1
Electronic energy, a.u.: -436.3029
ΔE to the lowest compared entry with this formula, charge and spin, kJ/mol: 297.4
Max |F|, hartree/bohr: 0.0914
HOMO energy, hartree: -0.292
Charge: 0

Computed Löwdin charges, given in elementary charges: -0.101 -0.268 -0.039 -0.117 -0.021 -0.330 0.085 -0.158 -0.058 0.015 0.087 0.104 0.075 0.128 0.148 0.145 0.129 0.109 0.064